{
  "formula": "C38H67BrIrO9PSi3",
  "method": "ωB97M-V/def2-TZVPD",
  "symbols": ["Ir", "C", "C", "C", "C", "C", "C", "C", "Br", "C", "O", "C", "C", "C", "C", "C", "C", "H", "H", "H", "H", "H", "H", "H", "H", "H", "H", "H", "H", "H", "H", "H", "H", "H", "H", "H", "H", "C", "O", "Si", "C", "C", "C", "Si", "C", "C", "C", "Si", "C", "C", "C", "H", "H", "H", "H", "H", "H", "H", "H", "H", "H", "H", "H", "H", "H", "H", "H", "H", "H", "H", "H", "H", "H", "H", "H", "H", "H", "H", "O", "C", "O", "C", "C", "C", "C", "O", "C", "O", "C", "C", "H", "H", "H", "H", "H", "C", "C", "O", "P", "O", "C", "C", "O", "C", "C", "H", "H", "H", "H", "H", "H", "H", "H", "H", "H", "H", "H", "H", "H", "H"],
  "positions_angstrom": [[-0.1948, 0.1416, 0.2520], [-0.9567, -7.9521, -0.2096], [-1.4482, -7.0015, -1.3148], [-0.9230, -7.4832, -2.6775], [-2.9756, -7.0281, -1.3428], [-0.8999, -5.6143, -1.0367], [-1.7266, -4.5153, -0.8000], [-1.1736, -3.2877, -0.5509], [-2.2683, -1.8309, -0.1678], [0.2564, -3.0648, -0.5198], [0.7265, -1.9171, -0.2765], [1.1136, -4.2238, -0.7632], [0.5040, -5.4212, -1.0041], [2.6292, -4.0811, -0.7627], [3.0424, -3.1262, -1.8956], [3.3319, -5.4161, -1.0255], [3.0988, -3.5975, 0.6201], [-1.3552, -8.9514, -0.3894], [-1.2982, -7.6229, 0.7731], [0.1307, -8.0272, -0.1879], [-1.3195, -8.4779, -2.8841], [0.1647, -7.5499, -2.7008], [-1.2431, -6.8174, -3.4803], [-3.3106, -8.0418, -1.5617], [-3.3810, -6.3747, -2.1172], [-3.4077, -6.7420, -0.3822], [-2.8010, -4.6207, -0.8062], [1.1220, -6.2861, -1.1876], [2.8281, -3.5860, -2.8621], [4.1172, -2.9395, -1.8474], [2.5228, -2.1739, -1.8587], [3.0843, -5.8233, -2.0072], [3.0972, -6.1623, -0.2644], [4.4100, -5.2541, -1.0021], [2.5982, -2.6892, 0.9458], [4.1742, -3.4114, 0.6003], [2.9098, -4.3705, 1.3684], [3.1345, -0.0262, -0.2572], [2.0842, 0.9491, -0.1610], [2.6078, 2.5458, -0.5570], [3.3583, 3.2056, 1.0268], [4.0476, 2.4057, -1.7447], [1.2063, 3.5068, -1.2825], [1.0024, 5.2162, -0.5549], [-0.3585, 6.2740, -1.2724], [2.5900, 6.1394, -0.9753], [0.7170, 5.0887, 1.3068], [0.6585, 2.9872, -2.9958], [-1.0903, 3.4614, -3.4491], [0.7690, 1.1187, -3.1859], [1.7569, 3.8810, -4.2302], [3.5054, -0.0923, -1.2796], [2.7316, -0.9861, 0.0289], [3.9641, 0.2356, 0.4042], [4.3504, 2.7605, 1.1435], [2.7674, 2.9512, 1.9047], [3.4905, 4.2859, 1.0264], [4.8668, 1.8457, -1.2899], [4.4231, 3.4184, -1.9187], [3.8225, 1.9660, -2.7139], [-0.2517, 6.4716, -2.3403], [-0.2725, 7.2333, -0.7514], [-1.3585, 5.8986, -1.0779], [2.6365, 6.3095, -2.0536], [3.5079, 5.6264, -0.6886], [2.5926, 7.1194, -0.4916], [0.4433, 4.0724, 1.6058], [-0.1156, 5.7355, 1.5910], [1.5875, 5.3902, 1.8904], [-1.8572, 3.0518, -2.7935], [-1.2569, 3.0312, -4.4423], [-1.2346, 4.5395, -3.5324], [0.2072, 0.6292, -2.3812], [1.7805, 0.7109, -3.1753], [0.2978, 0.8193, -4.1253], [1.6508, 4.9583, -4.0752], [1.4140, 3.6688, -5.2460], [2.8150, 3.6413, -4.1745], [-3.4339, 0.3507, 0.5017], [-2.9170, 1.3781, 0.1030], [-1.6306, 1.4772, -0.1985], [-3.7291, 2.6010, -0.1230], [-3.1714, 3.7545, -0.6429], [-3.9415, 4.8930, -0.8989], [-5.2764, 4.8075, -0.5957], [-6.2324, 5.7594, -0.7492], [-7.4588, 5.1809, -0.2892], [-7.1757, 3.8501, 0.1417], [-5.8393, 3.6549, -0.0610], [-5.1011, 2.5340, 0.1856], [-2.1121, 3.7612, -0.8524], [-3.5137, 5.7944, -1.3140], [-8.1733, 5.1522, -1.1126], [-7.8360, 5.7640, 0.5516], [-5.5322, 1.6289, 0.5867], [2.9509, 0.1040, 3.3550], [1.6792, 0.8254, 3.7198], [0.5866, -0.1099, 3.7741], [-0.4456, -0.3078, 2.5664], [-1.7110, 0.5286, 2.9632], [-2.4532, 0.3699, 4.2005], [-2.3851, 1.6566, 4.9835], [-0.9012, -1.8149, 2.8416], [0.0672, -2.8648, 3.0480], [0.0863, -3.2826, 4.4978], [3.7974, 0.7915, 3.3559], [2.8609, -0.3351, 2.3628], [3.1514, -0.6902, 4.0744], [1.4288, 1.6250, 3.0174], [1.7394, 1.2629, 4.7151], [-2.0491, -0.4733, 4.7614], [-3.4700, 0.1296, 3.8943], [-1.3551, 1.8943, 5.2503], [-2.9635, 1.5619, 5.9030], [-2.7958, 2.4815, 4.4021], [1.0531, -2.5302, 2.7154], [-0.2427, -3.6887, 2.4017], [0.4188, -2.4618, 5.1317], [0.7657, -4.1257, 4.6321], [-0.9090, -3.5926, 4.8155]],
  "atomic_forces_ev_per_a": [[0.505, -0.422, 0.656], [-0.001, -0.015, -0.008], [0.009, 0.013, 0.008], [-0.004, -0.010, -0.009], [-0.019, -0.015, 0.001], [-0.008, -0.015, -0.002], [0.032, -0.002, -0.013], [0.052, -0.075, 0.032], [-0.040, 0.009, -0.081], [-0.036, 0.041, 0.003], [-0.055, -0.061, -0.069], [-0.017, 0.000, -0.027], [0.014, 0.002, 0.000], [-0.010, -0.031, 0.007], [0.025, 0.009, -0.014], [0.005, -0.006, 0.005], [0.024, 0.018, 0.026], [0.001, -0.004, -0.002], [-0.006, 0.007, 0.001], [0.004, 0.004, 0.003], [0.000, -0.004, -0.001], [0.004, 0.005, 0.002], [-0.003, 0.008, 0.002], [-0.001, -0.004, 0.001], [0.007, 0.002, -0.006], [0.007, 0.006, 0.005], [-0.008, 0.021, 0.005], [0.017, -0.007, 0.004], [0.000, -0.006, -0.001], [0.001, 0.004, 0.006], [-0.027, 0.027, 0.038], [-0.004, -0.001, -0.003], [-0.003, 0.002, 0.008], [0.003, 0.006, -0.005], [0.001, -0.035, -0.018], [0.005, 0.003, -0.004], [-0.003, -0.007, -0.001], [-0.044, -0.045, 0.106], [-0.029, 0.276, -0.273], [-0.055, -0.013, 0.165], [-0.011, -0.109, 0.014], [0.002, 0.125, 0.028], [0.210, -0.163, 0.029], [0.088, 0.032, -0.053], [0.056, 0.082, 0.040], [0.011, 0.035, 0.015], [-0.107, -0.054, -0.027], [-0.135, 0.061, 0.048], [-0.010, -0.109, -0.109], [-0.042, -0.042, 0.031], [-0.106, 0.071, 0.005], [-0.035, -0.025, -0.013], [0.021, -0.017, 0.024], [0.003, 0.019, 0.001], [-0.012, -0.018, 0.055], [-0.045, 0.009, 0.045], [0.024, -0.001, -0.046], [0.007, 0.007, -0.019], [-0.036, 0.013, -0.049], [-0.059, -0.037, -0.056], [0.015, -0.055, 0.007], [-0.052, 0.038, -0.067], [-0.076, -0.090, -0.006], [-0.010, -0.001, -0.009], [0.000, -0.009, 0.020], [-0.006, 0.004, 0.011], [0.015, 0.033, -0.030], [0.011, 0.028, 0.011], [-0.002, 0.003, -0.016], [0.067, -0.030, 0.000], [-0.056, 0.074, -0.023], [0.000, 0.000, 0.055], [-0.037, -0.011, -0.025], [0.056, 0.039, 0.019], [0.031, -0.001, -0.014], [0.021, 0.005, -0.026], [0.001, -0.028, 0.004], [0.105, -0.064, 0.062], [-0.186, -0.040, 0.162], [0.203, 0.116, -0.084], [-0.179, 0.245, -0.271], [-0.066, 0.001, 0.074], [0.117, 0.145, 0.042], [0.007, -0.055, 0.043], [-0.012, -0.004, -0.001], [-0.001, 0.005, 0.003], [0.023, -0.018, 0.003], [-0.012, 0.005, 0.008], [-0.006, 0.021, -0.016], [0.030, -0.013, -0.031], [0.014, 0.043, 0.031], [-0.038, 0.006, -0.008], [-0.007, 0.014, 0.010], [-0.016, -0.001, -0.012], [-0.005, -0.005, 0.003], [0.021, 0.023, 0.017], [-0.114, 0.143, 0.044], [0.150, -0.221, -0.075], [-0.202, -0.030, -0.377], [-0.123, 0.064, -0.059], [0.002, -0.030, -0.009], [-0.007, 0.017, 0.015], [0.017, 0.101, 0.154], [-0.007, -0.027, -0.084], [0.002, -0.011, 0.014], [-0.003, 0.021, -0.014], [0.019, -0.045, -0.049], [0.006, -0.002, -0.005], [0.095, -0.016, -0.040], [0.000, 0.023, -0.008], [0.013, 0.014, 0.005], [-0.004, -0.003, 0.032], [0.005, -0.008, 0.003], [-0.008, -0.005, -0.004], [0.005, 0.002, -0.008], [0.016, 0.007, 0.018], [-0.004, 0.009, -0.003], [0.000, 0.005, -0.003], [0.009, 0.004, 0.000], [-0.005, 0.003, -0.001]],
  "mulliken_charge": [3.996, -1.553, 1.781, -1.551, -2.161, -0.344, -0.521, -0.054, 0.247, 0.657, -1.566, -0.589, -0.581, 2.361, -1.301, -2.416, -0.622, 0.465, 0.362, 0.327, 0.473, 0.324, 0.354, 0.428, 0.439, 0.422, 0.635, 0.521, 0.438, 0.450, -0.065, 0.432, 0.443, 0.469, -0.614, 0.465, 0.355, -0.584, -1.455, -0.029, -1.096, -1.263, 1.251, 0.496, -0.592, -1.042, -1.012, 0.111, -0.858, -0.689, -1.131, 0.336, -0.435, 0.417, 0.408, 0.115, 0.380, 0.443, 0.287, 0.377, 0.301, 0.462, -0.291, 0.292, 0.291, 0.431, 0.041, 0.489, 0.409, 0.155, 0.504, 0.264, -0.204, 0.197, 0.666, 0.284, 0.396, 0.334, -0.855, 0.468, -0.780, -0.512, 0.567, -1.571, 1.043, -0.517, -0.276, -0.509, 0.836, -1.192, 0.291, 0.507, 0.258, 0.265, 0.584, -0.703, 0.010, -0.404, 0.132, 0.045, -0.213, -1.207, -0.277, 0.429, -1.555, 0.470, -0.248, 0.378, -0.061, 0.396, 0.228, 0.386, 0.247, 0.419, 0.287, -0.126, 0.318, 0.285, 0.446, 0.351],
  "total_energy_ev": -164720.9403,
  "total_charge": 1,
  "multiplicity": 6,
  "e_above_lowest_ev": 0.000,
  "max_force_ha_per_bohr": 0.018,
  "gap_ev": [8.3643, 4.9395]
}